Molecular formula: C59H59GeIrN3O3S4
Method: DFT, ωB97M-V/def2-TZVPD

```
130
Properties=species:S:1:pos:R:3:forces:R:3
Ir -0.27171 0.56934 0.26606 0.39 0.62 2.08
C 3.31606 3.02160 1.22962 0.16 -0.40 0.83
C 3.67071 2.58579 2.51263 0.08 0.51 -0.93
C 2.92711 1.60909 3.12297 -0.93 -0.65 -0.09
C 1.78914 1.08036 2.48375 1.40 1.52 -1.07
N 1.48168 1.51240 1.22919 -1.64 -1.03 0.00
C 2.22277 2.43575 0.62948 0.01 0.29 -0.41
C 0.90660 0.12798 3.09606 -1.85 -1.68 0.48
C 1.11044 -0.42196 4.37514 0.21 0.65 -0.76
C 0.19907 -1.29945 4.90247 -0.97 -0.39 -0.34
C -0.92491 -1.66797 4.14335 0.75 0.35 0.71
C -1.06867 -1.11605 2.89534 -0.15 0.20 -0.28
N -0.20740 -0.23768 2.38754 0.96 0.86 -0.94
H 3.87987 3.78317 0.71928 0.04 0.08 -0.09
H 4.52558 3.01491 3.00977 0.10 0.01 0.08
H 3.21088 1.25058 4.09698 0.00 0.01 0.14
H 1.91263 2.72542 -0.36689 -0.07 -0.09 0.00
H 1.97788 -0.14048 4.94750 0.08 0.02 0.07
H 0.33778 -1.69768 5.89437 0.05 -0.09 0.10
H -1.65367 -2.35988 4.52922 -0.10 -0.07 0.02
H -1.90483 -1.38604 2.25968 0.04 0.06 0.02
C 8.18505 -2.15482 -2.39203 0.09 -0.10 -0.06
C 6.76068 -1.76500 -2.18349 -0.18 0.08 0.01
C 6.20221 -0.73466 -2.93292 0.01 0.04 0.00
C 4.88068 -0.37238 -2.77202 0.11 -0.14 0.08
C 4.09966 -1.05666 -1.85398 -0.56 0.46 -0.09
C 4.63170 -2.07442 -1.08296 0.03 0.05 0.02
C 5.95938 -2.42348 -1.25591 0.05 0.02 -0.04
S 2.37171 -0.58309 -1.75950 0.64 -0.67 0.00
O 0.84274 -1.57651 0.61089 -0.14 -1.92 -0.84
C 1.72509 -1.78804 -2.91919 0.14 0.71 -0.18
C 1.66043 -3.15103 -2.58742 -0.27 -0.27 -0.15
C 1.04836 -4.03046 -3.43820 0.09 0.02 0.24
C 0.46840 -3.59016 -4.64978 0.15 0.30 -0.08
C -0.23143 -4.46070 -5.51050 -0.13 0.00 -0.19
C -0.74465 -4.00717 -6.69617 0.00 -0.29 0.24
C -0.58639 -2.66550 -7.07323 0.15 0.29 0.07
C 0.07957 -1.79392 -6.25648 -0.09 -0.10 -0.20
C 0.62157 -2.22960 -5.02801 -0.14 -0.31 0.12
C 1.27662 -1.33583 -4.14263 0.33 -0.49 0.28
C 1.54433 0.05066 -4.57054 -0.39 0.36 0.20
C 2.56437 0.31455 -5.52077 -0.05 0.36 -0.04
C 3.37868 -0.70128 -6.06611 0.11 -0.07 -0.21
C 4.35280 -0.39578 -6.97771 -0.20 -0.26 0.23
C 4.55830 0.92993 -7.38348 -0.16 0.38 0.03
C 3.79245 1.93732 -6.86064 0.22 -0.10 -0.11
C 2.78898 1.66264 -5.90851 -0.03 -0.34 0.03
C 2.01294 2.69247 -5.33260 -0.26 0.02 0.28
C 1.05325 2.41998 -4.39435 0.07 0.38 -0.18
C 0.82517 1.09032 -4.02883 0.01 -0.78 0.11
S -0.32887 0.59841 -2.72720 0.07 -0.35 -2.69
O -0.30742 1.73348 -1.74614 0.22 0.28 2.64
C -1.88897 0.81935 -3.59265 0.12 -0.23 0.22
C -2.43259 -0.26814 -4.25474 0.08 0.07 -0.02
C -3.73701 -0.19446 -4.71588 0.06 0.12 -0.04
C -4.51150 0.94207 -4.49804 0.10 -0.11 0.06
C -5.95420 0.96104 -4.88474 -0.09 0.05 -0.05
C -3.92236 2.04292 -3.87883 0.05 -0.09 -0.08
C -2.61412 1.98843 -3.43598 0.13 0.06 0.09
H 8.78476 -1.29121 -2.66652 0.11 0.02 -0.01
H 8.25370 -2.88235 -3.20051 0.08 -0.05 -0.06
H 8.60192 -2.61008 -1.49951 0.11 -0.04 0.08
H 6.80343 -0.20580 -3.65476 0.18 0.07 -0.10
H 4.44581 0.42833 -3.35057 -0.01 0.06 -0.09
H 4.02291 -2.58022 -0.34780 -0.09 -0.05 0.06
H 6.38269 -3.21653 -0.65910 0.08 -0.12 0.09
H 2.11286 -3.49254 -1.66677 0.04 -0.05 0.08
H 0.99887 -5.08045 -3.18650 -0.01 -0.13 0.00
H -0.36059 -5.49091 -5.21349 0.02 -0.14 -0.01
H -1.27652 -4.67884 -7.35034 -0.05 -0.13 -0.06
H -0.98743 -2.32431 -8.01494 -0.05 0.05 -0.09
H 0.19332 -0.75945 -6.53920 0.00 0.13 -0.09
H 3.21726 -1.72502 -5.76593 0.02 -0.12 0.04
H 4.96473 -1.17891 -7.39606 0.07 -0.11 -0.03
H 5.31734 1.14753 -8.11797 0.09 0.07 -0.06
H 3.94796 2.95977 -7.16678 0.04 0.15 -0.06
H 2.20727 3.70694 -5.64443 -0.04 0.16 0.01
H 0.47505 3.20723 -3.93430 -0.02 0.14 0.02
H -1.84938 -1.16835 -4.39308 0.03 -0.12 0.00
H -4.17189 -1.03964 -5.23146 -0.02 -0.08 -0.03
H -6.24137 0.02092 -5.34815 -0.08 0.00 -0.06
H -6.16072 1.77394 -5.57821 -0.07 0.03 -0.06
H -6.57777 1.11461 -4.00399 -0.07 0.01 0.00
H -4.49490 2.94673 -3.73466 -0.10 0.12 0.00
H -2.15639 2.83829 -2.94971 0.00 0.08 0.05
C 2.69401 -5.18467 0.96100 -0.66 0.33 -0.01
Ge 0.83501 -4.46599 1.11686 0.12 -0.61 -0.01
C -0.51263 -5.50183 0.09091 0.45 0.16 0.37
C 0.35028 -4.47327 3.03702 0.12 0.06 -0.56
C 0.46362 -2.68481 0.23062 0.82 0.66 1.10
H 2.69770 -6.16219 1.44067 -0.06 -0.04 0.03
H 3.40695 -4.55386 1.48716 -0.01 0.10 0.02
H 3.02326 -5.31573 -0.06595 -0.03 0.06 -0.12
H -0.54804 -6.53361 0.42192 -0.03 -0.16 0.05
H -0.29728 -5.49147 -0.97312 0.10 0.03 -0.16
H -1.49476 -5.05799 0.24073 -0.11 0.04 0.08
H 0.52645 -5.47609 3.41500 0.03 -0.15 0.01
H -0.69803 -4.23579 3.17389 -0.18 -0.01 -0.01
H 0.94313 -3.78105 3.62341 0.16 0.11 0.01
H -0.20785 -2.78916 -0.63144 -0.14 0.35 -0.29
C -2.57646 -3.50150 -2.49789 0.09 0.04 0.13
C -3.53597 -2.48344 -1.91163 0.48 -0.03 0.41
S -2.80380 -1.75980 -0.38623 -1.78 0.19 -0.18
O -1.74617 -0.82978 -0.92837 1.16 1.06 0.27
C -4.18300 -0.61652 0.03853 0.31 -0.44 0.13
C -5.33278 -1.31784 0.73117 0.04 -0.05 -0.06
H -2.91128 -3.81229 -3.48399 -0.03 0.01 -0.11
H -2.51731 -4.38622 -1.86973 0.06 -0.11 0.03
H -1.57706 -3.07577 -2.59696 0.06 -0.01 -0.09
H -4.48862 -2.93796 -1.64840 -0.09 0.06 0.16
H -3.68733 -1.65213 -2.59679 -0.09 0.17 0.18
H -4.49027 -0.12026 -0.88130 0.14 0.02 -0.13
H -3.72006 0.11673 0.70039 0.12 0.01 -0.04
H -5.83055 -2.02185 0.07020 -0.10 -0.08 -0.02
H -6.06453 -0.57844 1.04677 -0.07 0.01 0.03
H -4.98981 -1.85177 1.61391 -0.03 -0.07 0.11
S -3.63499 3.98875 0.46317 0.16 -0.16 0.25
C -2.65999 2.62830 0.08063 -0.18 0.25 0.26
N -1.94877 2.12811 1.04329 0.24 -0.34 -0.97
C -2.14122 2.82380 2.21641 -0.47 0.66 0.35
C -1.57075 2.55567 3.45871 0.00 0.06 -0.14
C -1.88836 3.36245 4.52744 0.07 -0.10 -0.01
C -2.77638 4.42862 4.39252 -0.14 0.10 -0.10
C -3.37471 4.70142 3.18048 0.02 0.06 0.10
C -3.04710 3.89890 2.09817 0.15 -0.34 -0.27
H -2.65863 2.23212 -0.91749 0.09 -0.13 -0.18
H -0.90031 1.72424 3.56074 0.11 -0.09 0.13
H -1.45024 3.16114 5.49038 0.08 -0.02 0.16
H -3.00641 5.04450 5.24592 -0.04 0.07 0.12
H -4.07864 5.51082 3.07497 -0.06 0.12 0.01
```
Positions in Å, forces in eV/Å.

## Properties
Energy   -6447.17509 a.u.
Spin multiplicity   2
Lowest unoccupied orbital energy (alpha / beta)   -5.41 / -5.39 eV
HOMO level (alpha / beta)   -12.01 / -12.02 eV
Relative energy (zero: lowest compared OMol25 entry of this formula, charge and spin)   21.82 kJ/mol
Kohn-Sham gap (alpha / beta)   6.601 / 6.621 eV
Net charge   +2

Atomic partial charges in e from the Löwdin method, atoms 1 to 99: number 1, Ir, carries 1.15; number 2, C, carries 0.00; number 3, C, carries -0.01; number 4, C, carries 0.02; number 5, C, carries -0.18; number 6, N, carries 0.01; number 7, C, carries -0.10; number 8, C, carries -0.21; number 9, C, carries 0.02; number 10, C, carries -0.02; number 11, C, carries -0.03; number 12, C, carries -0.12; number 13, N, carries -0.02; number 14, H, carries 0.12; number 15, H, carries 0.12; number 16, H, carries 0.11; number 17, H, carries 0.12; number 18, H, carries 0.12; number 19, H, carries 0.13; number 20, H, carries 0.12; number 21, H, carries 0.10; number 22, C, carries -0.04; number 23, C, carries -0.27; number 24, C, carries -0.03; number 25, C, carries -0.09; number 26, C, carries -0.48; number 27, C, carries -0.09; number 28, C, carries -0.03; number 29, S, carries 1.01; number 30, O, carries -0.20; number 31, C, carries -0.41; number 32, C, carries -0.08; number 33, C, carries -0.01; number 34, C, carries -0.16; number 35, C, carries -0.02; number 36, C, carries -0.06; number 37, C, carries -0.05; number 38, C, carries -0.02; number 39, C, carries -0.13; number 40, C, carries -0.20; number 41, C, carries -0.19; number 42, C, carries -0.12; number 43, C, carries -0.01; number 44, C, carries -0.05; number 45, C, carries -0.05; number 46, C, carries -0.02; number 47, C, carries -0.15; number 48, C, carries 0.00; number 49, C, carries -0.04; number 50, C, carries -0.30; number 51, S, carries 0.99; number 52, O, carries -0.58; number 53, C, carries -0.34; number 54, C, carries -0.08; number 55, C, carries -0.03; number 56, C, carries -0.26; number 57, C, carries -0.03; number 58, C, carries -0.02; number 59, C, carries -0.07; number 60, H, carries 0.08; number 61, H, carries 0.09; number 62, H, carries 0.08; number 63, H, carries 0.12; number 64, H, carries 0.10; number 65, H, carries 0.09; number 66, H, carries 0.12; number 67, H, carries 0.09; number 68, H, carries 0.12; number 69, H, carries 0.12; number 70, H, carries 0.11; number 71, H, carries 0.11; number 72, H, carries 0.12; number 73, H, carries 0.12; number 74, H, carries 0.11; number 75, H, carries 0.11; number 76, H, carries 0.12; number 77, H, carries 0.12; number 78, H, carries 0.11; number 79, H, carries 0.10; number 80, H, carries 0.12; number 81, H, carries 0.08; number 82, H, carries 0.09; number 83, H, carries 0.09; number 84, H, carries 0.12; number 85, H, carries 0.11; number 86, C, carries -0.20; number 87, Ge, carries 0.90; number 88, C, carries -0.20; number 89, C, carries -0.20; number 90, C, carries -0.31; number 91, H, carries 0.02; number 92, H, carries 0.02; number 93, H, carries 0.01; number 94, H, carries 0.03; number 95, H, carries 0.01; number 96, H, carries 0.01; number 97, H, carries 0.03; number 98, H, carries 0.01; number 99, H, carries 0.01